Computed, not measured: a cluster of 13 separate species, C52H104O26 in total at a distorted geometry, with the ωB97M-V functional and the def2-TZVPD basis.

Values from the calculation:
Energy above the lowest of the compared OMol25 structures with the same formula, charge and spin: 1.477 eV
Calculated total energy: -108848.5410 eV
HOMO-LUMO gap: 10.262 eV

Each line ends with the Löwdin charge.
Atoms and positions in Å:
1 O 2.1569 1.5158 -3.5806  -0.04
2 O -3.3884 -2.7691 4.8993  -0.02
3 O 2.2960 3.2168 1.6664  -0.01
4 O -0.2451 -0.5758 5.2845  0.07
5 O 6.2385 2.5752 1.3245  0.01
6 O -4.5554 3.3205 3.0409  -0.05
7 O -3.5392 -2.7454 0.5383  0.09
8 O 0.3971 3.8262 2.6195  0.10
9 O 5.6363 -1.4061 -4.7950  -0.04
10 O 0.9466 -2.4859 5.0841  -0.02
11 O 4.2013 -3.8786 0.4911  0.06
12 O -2.5648 2.3732 -2.5154  0.07
13 O 0.3669 -0.7380 -1.6221  0.07
14 O 7.2116 3.7012 -0.3559  0.08
15 O 4.7948 0.0408 -3.2073  0.09
16 O 4.0623 -6.0521 -0.3266  0.00
17 O -4.0764 2.2183 4.9886  0.10
18 O 0.2407 2.5769 -4.1500  0.11
19 O -4.5111 7.1933 0.2738  0.06
20 O -2.4403 -4.3281 1.6780  -0.01
21 O -4.7676 -2.8900 6.6514  0.05
22 O -4.3452 5.4743 -1.1197  -0.01
23 O -1.5000 -4.7585 -2.6041  0.09
24 O -3.1161 1.6663 -4.5110  0.01
25 O 0.8526 0.7613 -0.0958  0.00
26 O -3.0469 -3.9781 -3.9668  -0.03
27 C 6.0980 1.6606 -0.8339  0.01
28 C -2.8830 5.4484 -0.9683  -0.17
29 C -2.7832 1.4581 -3.2700  -0.57
30 C -5.0547 6.3660 -0.4707  -0.55
31 C 3.5520 4.4584 0.0432  -0.03
32 C 2.2830 -3.1703 3.1448  -0.07
33 C 1.4739 1.8309 3.3157  0.03
34 C -4.5892 -4.8463 0.9497  0.02
35 C -0.0625 -2.1143 7.1937  0.03
36 C -3.9848 -4.9427 -3.5228  -0.22
37 C -6.5357 6.3493 -0.6944  0.03
38 C 0.1712 -1.6271 5.7617  -0.50
39 C -3.5296 -4.8626 5.9505  0.01
40 C -6.5850 3.4801 1.8103  -0.06
41 C 4.5886 0.6097 -5.5116  0.02
42 C -1.4468 0.9410 0.4357  -0.05
43 C 4.6705 -4.9755 0.2493  -0.51
44 C 6.5733 2.7570 0.0836  -0.60
45 C 2.1486 4.2916 0.6608  -0.14
46 C 5.0891 -3.1206 -3.1770  -0.05
47 C -3.8422 -1.4348 4.6316  -0.15
48 C 2.6185 -5.9456 -0.3760  -0.21
49 C 0.5520 0.3116 -4.7701  0.03
50 C -0.3948 1.5190 -0.4221  -0.16
51 C -0.3739 -3.5743 0.5013  -0.04
52 C 6.1999 -2.2049 -3.7256  -0.19
53 C 2.2733 -5.1609 -1.5741  -0.07
54 C -3.2778 3.0859 -4.8519  -0.17
55 C -5.2985 -4.4141 -4.0424  -0.06
56 C -1.7873 -3.9895 -3.4947  -0.53
57 C -3.5113 -3.8606 0.9798  -0.56
58 C 6.6010 3.2054 3.6708  -0.07
59 C -2.6740 -0.0177 -2.9219  0.05
60 C -4.5898 3.5986 -4.2653  -0.06
61 C -1.2576 -3.4476 1.7128  -0.19
62 C 2.7794 2.6958 -2.9273  -0.19
63 C 6.7572 3.6297 2.2320  -0.19
64 C 1.6381 -2.0005 3.8845  -0.19
65 C -3.9787 -3.4514 5.8597  -0.54
66 C -3.7376 2.8596 4.0329  -0.53
67 C -5.9890 3.0076 3.1442  -0.19
68 C 1.1399 -0.2990 -0.8188  -0.53
69 C -3.1309 -0.8936 3.3075  -0.03
70 C -2.6480 4.5521 0.2004  -0.07
71 C 1.2900 3.0368 2.4963  -0.59
72 C -0.9363 -2.9852 -4.1360  0.02
73 C 6.1444 -5.1236 0.5212  0.01
74 C 0.9226 1.5822 -4.1391  -0.54
75 C 3.6519 3.4195 -3.8526  -0.07
76 C 4.9660 -0.2613 -4.3555  -0.48
77 C 2.5798 -0.8566 -0.6413  0.05
78 C -2.2960 3.2180 3.6986  0.02
79 H -5.2411 -4.7040 0.1269  0.07
80 H -3.9227 -5.0737 -2.4533  0.11
81 H 3.6651 1.1839 -5.4106  0.07
82 H -5.3882 3.3579 -5.0026  0.09
83 H 6.6558 -1.5262 -2.9908  0.12
84 H 4.5644 -3.5923 -4.0083  0.09
85 H -1.6339 3.0179 4.5422  0.09
86 H -3.5135 0.0953 3.1162  0.05
87 H 3.5925 4.9600 -0.9010  0.07
88 H -7.0669 5.8761 0.1182  0.07
89 H 3.0575 -0.5670 0.3103  0.09
90 H 4.1883 4.9764 0.8018  0.09
91 H -1.1598 0.9488 1.4971  0.07
92 H -6.3774 2.7041 1.0649  0.08
93 H -5.1610 -4.6621 1.8555  0.10
94 H 6.7805 -5.0774 -0.3613  0.08
95 H 5.9743 2.0912 -1.8245  0.07
96 H -2.4640 -4.9718 5.7326  0.08
97 H -3.6416 -0.8122 5.4825  0.11
98 H 3.0849 -3.7171 3.6730  0.09
99 H -0.6470 1.3997 -1.4659  0.09
100 H -6.1540 1.9323 3.2618  0.11
101 H -3.3666 -0.2759 -2.1525  0.09
102 H 3.2761 2.2905 -2.0628  0.10
103 H 5.1329 1.2163 -0.5375  0.08
104 H 6.7905 0.8300 -0.9432  0.09
105 H 6.3840 -4.2696 1.1859  0.10
106 H 2.4518 -1.3051 4.1949  0.13
107 H -2.8237 -0.7376 -3.7563  0.09
108 H 1.7793 5.1329 1.2004  0.11
109 H -6.4037 3.4861 4.0654  0.13
110 H 3.0876 3.7207 -4.7411  0.10
111 H 6.9674 4.0593 4.2618  0.09
112 H -1.6680 -0.1822 -2.5923  0.04
113 H 1.1874 0.1819 -5.6677  0.11
114 H 6.9936 -2.7968 -4.1822  0.12
115 H 1.9701 3.3424 -2.6259  0.11
116 H -4.7740 3.1729 -3.2875  0.07
117 H -0.8306 -3.7241 2.6794  0.11
118 H -6.0189 4.3632 1.5475  0.05
119 H -7.6373 3.7345 1.8309  0.07
120 H -0.0873 -3.4583 -4.6205  0.10
121 H -6.8051 7.3950 -0.6458  0.09
122 H -6.1433 -5.0023 -3.7992  0.06
123 H -4.0946 -5.4917 5.2301  0.10
124 H 2.7508 -5.5471 -2.4867  0.09
125 H 6.4640 -6.0499 0.9691  0.08
126 H 0.0408 -4.5544 0.3902  0.06
127 H -0.4858 0.3310 -5.0403  0.08
128 H -2.0228 -0.8680 3.3870  0.07
129 H -4.2445 -5.8808 0.9571  0.10
130 H 1.5258 -3.8901 2.8194  0.06
131 H 7.2350 2.3810 3.9811  0.07
132 H -2.9837 5.0848 1.1097  0.09
133 H -0.9173 -3.3474 -0.4251  0.07
134 H -1.6002 4.4208 0.3770  0.06
135 H 5.4667 -4.0280 -2.7503  0.06
136 H -6.8736 5.9304 -1.6372  0.09
137 H -3.6362 -5.8951 -3.9317  0.13
138 H 0.7418 -0.5322 -4.1208  0.07
139 H -4.9167 -1.4757 4.4003  0.13
140 H -2.4854 6.4600 -0.7897  0.13
141 H 2.6396 -1.9409 -0.6056  0.05
142 H -1.5266 -2.3600 -4.8114  0.09
143 H -2.3917 1.5081 0.3960  0.08
144 H -1.5726 -2.4284 1.8939  0.08
145 H 4.4167 0.0430 -6.4059  0.08
146 H 5.5407 2.9578 3.8291  0.08
147 H 1.6659 2.0575 4.3676  0.11
148 H -0.0031 -3.2055 7.2770  0.09
149 H -4.5601 4.6588 -4.1004  0.07
150 H -1.6166 -0.0884 0.0865  0.09
151 H 2.2257 1.1593 2.9103  0.08
152 H 2.2204 -6.9445 -0.4565  0.12
153 H 2.6641 -4.1239 -1.5085  0.07
154 H -5.3430 -4.3852 -5.1613  0.09
155 H 1.4353 3.9431 -0.0419  0.09
156 H 0.4669 -2.8486 0.4812  0.08
157 H -2.4374 3.6468 -4.4224  0.11
158 H 3.2605 -0.6054 -1.4496  0.06
159 H -2.0145 2.5660 2.8703  0.06
160 H -3.2445 3.6417 0.1411  0.08
161 H -2.2279 4.2504 3.3450  0.08
162 H 2.8147 -2.7506 2.3132  0.05
163 H 2.3001 -5.5055 0.5662  0.11
164 H -3.2801 3.1192 -5.9441  0.12
165 H 0.6414 -1.6524 7.8513  0.08
166 H -5.4088 -3.3885 -3.6936  0.08
167 H -3.7606 -5.2452 6.9769  0.10
168 H 1.1983 -5.1329 -1.7038  0.07
169 H 4.4060 -2.6747 -2.4899  0.05
170 H 4.0615 4.3070 -3.3465  0.09
171 H 0.5359 1.2992 3.4045  0.07
172 H 4.0080 3.4681 -0.0506  0.06
173 H -3.4851 -1.4896 2.4688  0.05
174 H 5.5115 1.1704 -5.6710  0.11
175 H -0.1750 2.5440 -0.1746  0.10
176 H 6.1697 4.5198 2.0232  0.11
177 H 7.8324 3.8355 2.1016  0.13
178 H -2.4203 5.0656 -1.8791  0.11
179 H -0.5647 -2.3322 -3.3429  0.07
180 H 4.5157 2.9102 -4.2155  0.05
181 H -0.9925 -1.8018 7.6451  0.08
182 H 0.9869 -1.4754 3.1715  0.11

---

Computed, not measured: a structure of composition C17H49FO8S7Tl at a distorted geometry, with the ωB97M-V functional and the def2-TZVPD basis.

Values from the calculation:
Energy above the lowest of the compared OMol25 structures with the same formula, charge and spin: 0.000 eV
Calculated total energy: -118044.7651 eV
Net charge: +1
HOMO-LUMO gap: 4.883 eV

Each line ends with the Löwdin charge.
Atoms and positions in Å:
1 Tl -17.6083 -25.4031 6.3321  1.24
2 S -16.3937 -27.8813 9.5630  0.87
3 S -17.7841 -21.9709 8.7314  0.88
4 S -19.1941 -21.6819 5.0407  0.85
5 S -18.8974 -29.4038 5.8739  0.87
6 S -14.2841 -24.3288 8.4912  0.88
7 S -14.0662 -26.9833 4.9714  0.83
8 S -18.1850 -25.7612 2.5786  0.89
9 F -15.7657 -23.7681 5.0902  -0.53
10 O -15.5219 -27.1445 5.2030  -0.57
11 O -16.2457 -27.2977 8.1625  -0.61
12 O -18.7093 -27.9348 5.8551  -0.63
13 O -18.0435 -22.8114 7.5108  -0.64
14 O -15.7176 -24.7259 8.1685  -0.65
15 O -17.6689 -26.4140 3.8639  -0.62
16 O -19.3224 -25.9660 8.5953  -0.14
17 O -19.1632 -23.1808 5.1453  -0.62
18 C -17.6810 -23.1156 10.1360  -0.24
19 C -13.8385 -26.5741 3.2413  -0.23
20 C -16.6786 -26.5504 10.8139  -0.23
21 C -20.0970 -21.2560 3.4776  -0.23
22 C -17.5405 -21.0963 4.5518  -0.24
23 C -17.3141 -30.0587 5.1240  -0.18
24 C -19.4423 -21.2045 8.9876  -0.23
25 C -13.0889 -24.7341 7.1438  -0.24
26 C -17.8003 -26.9230 1.2453  -0.23
27 C -17.1463 -24.3601 2.1036  -0.24
28 C -21.4120 -24.4920 8.5788  -0.01
29 C -21.3797 -27.0132 7.9954  -0.04
30 C -20.6962 -25.8858 8.7650  -0.52
31 C -14.6926 -28.3578 10.0571  -0.24
32 C -14.3717 -22.5183 8.3346  -0.24
33 C -13.5009 -28.6605 5.0040  -0.24
34 C -18.8432 -29.8704 7.5981  -0.25
35 H -19.8216 -20.2228 3.2417  0.04
36 H -21.1698 -21.2126 3.6518  0.05
37 H -19.3156 -29.1200 8.2317  0.04
38 H -22.2454 -24.6129 9.2671  0.08
39 H -18.3546 -23.9715 10.1027  0.04
40 H -19.2996 -30.8320 7.8238  0.06
41 H -17.2870 -23.9747 1.0929  0.06
42 H -12.8569 -26.8555 2.8589  0.06
43 H -18.0541 -26.4566 0.2943  0.06
44 H -13.3878 -22.1496 8.6368  0.05
45 H -16.0934 -24.6519 2.0868  0.05
46 H -12.1561 -24.3650 7.5774  0.05
47 H -15.0667 -21.9317 8.9324  0.02
48 H -16.8383 -27.0139 11.7874  0.06
49 H -13.9426 -27.5983 9.8391  0.05
50 H -20.7283 -26.0215 9.8595  0.16
51 H -14.5819 -27.1067 2.6441  0.05
52 H -20.7105 -23.6867 8.7812  0.05
53 H -17.0548 -29.2141 4.4900  0.03
54 H -12.4137 -28.7081 4.9448  0.06
55 H -18.4047 -27.8067 1.4377  0.05
56 H -14.0102 -25.5071 3.1058  0.05
57 H -13.2812 -24.1818 6.2267  0.05
58 H -19.8461 -21.7772 2.5544  0.06
59 H -21.7174 -24.3953 7.5370  0.09
60 H -17.8031 -22.6434 11.1147  0.06
61 H -16.7471 -27.2035 1.2285  0.05
62 H -21.3710 -27.8969 8.6342  0.08
63 H -13.9915 -29.2163 4.2050  0.06
64 H -20.8289 -27.2204 7.0794  0.06
65 H -13.8454 -29.0295 5.9691  0.05
66 H -17.7893 -29.7899 7.8764  0.02
67 H -14.6415 -28.6839 11.0950  0.06
68 H -17.6230 -26.0503 10.5954  0.02
69 H -17.6499 -20.0249 4.3838  0.05
70 H -16.6632 -23.5000 10.1850  0.02
71 H -17.2162 -21.6865 3.6965  0.04
72 H -15.9282 -25.7621 10.7989  0.04
73 H -17.2560 -23.5735 2.8465  0.01
74 H -13.1075 -25.8166 7.1379  0.01
75 H -16.6600 -30.3121 5.9536  0.05
76 H -14.6264 -22.3093 7.2938  0.06
77 H -17.6810 -30.9187 4.5668  0.04
78 H -16.7769 -21.2495 5.3124  0.04
79 H -19.4564 -20.1192 8.8523  0.05
80 H -20.2210 -21.5599 8.3188  0.05
81 H -22.4037 -26.7053 7.7826  0.08
82 H -19.6573 -21.2451 10.0578  0.05
83 H -14.4433 -29.2144 9.4298  0.04

---

Computed, not measured: a structure of composition C9H9NO4Yb at a distorted geometry, with the ωB97M-V functional and the def2-TZVPD basis.

Values from the calculation:
Calculated total energy: -50655.0188 eV
Spin multiplicity: 2
Net charge: +3
HOMO-LUMO gap (spin up / spin down): 7.962 / 3.867 eV

Each line ends with the Löwdin charge.
Atoms and positions in Å:
1 Yb -0.1125 0.0687 -0.3146  0.98
2 O -1.2619 -2.5988 -2.4819  0.19
3 O -0.6810 2.7040 -2.7188  0.19
4 O 2.8244 -2.0147 -0.1308  0.19
5 O 3.1264 1.4072 0.4703  0.20
6 N -1.2116 0.3454 1.5982  0.03
7 C -0.4412 1.8465 -1.9909  0.02
8 C -3.7726 0.4235 4.0419  -0.06
9 C -0.8157 -1.7529 -1.8429  0.01
10 C 2.0709 1.0280 0.1930  -0.03
11 C -2.2778 0.0645 3.9637  -0.18
12 C -1.7106 0.2374 2.6499  -0.09
13 C 3.5219 0.1687 -3.7474  0.23
14 C 1.8445 -1.4058 -0.2144  -0.04
15 C 2.7140 -0.6990 -4.3681  0.23
16 H 3.4061 1.2527 -3.8703  0.13
17 H -1.7060 0.6603 4.6942  0.15
18 H -4.3803 -0.2599 3.4367  0.09
19 H -4.1083 0.3836 5.0813  0.10
20 H 4.3296 -0.1631 -3.0844  0.13
21 H -3.9464 1.4380 3.6675  0.09
22 H -2.1394 -0.9916 4.2394  0.15
23 H 2.8227 -1.7853 -4.2430  0.14
24 H 1.9049 -0.3573 -5.0285  0.13